Record 1
The following is a DFT calculation (ωB97M-V with the def2-TZVPD basis set) of a molecular structure, C21H41B3IN6O6PS.

Last column: Löwdin charge in e.
Cartesian coordinates (Å):
C (1.3460, -1.2423, -7.6739)  -0.27
H (-0.5364, 3.2184, 1.0104)  0.02
H (-1.8293, 0.2714, 2.6303)  -0.04
O (-1.1545, -3.4976, 0.8724)  -0.37
H (1.9612, -0.7744, -5.6451)  0.11
B (-1.3359, -0.9530, -1.6578)  -0.95
H (0.4469, -0.4408, 6.6126)  0.11
O (-2.5067, 0.9812, 2.5626)  -0.36
C (-0.9834, 6.0557, -6.4816)  -0.11
H (-0.7477, 8.1734, -6.2211)  0.11
N (0.5375, 6.8639, -3.1687)  0.15
H (-0.1534, -2.1271, -6.3754)  0.08
C (2.8693, 3.4083, -1.3518)  -0.22
B (-2.6135, 0.3714, -0.2983)  -0.58
O (-3.3299, -4.5694, 0.3117)  -0.35
H (2.1558, -2.2003, 6.9701)  0.07
H (2.9849, -0.0588, -6.8972)  0.12
H (1.1327, -3.3905, 6.1522)  0.06
H (-0.7544, -0.7687, -7.3420)  0.07
C (3.1955, 3.6254, -2.7946)  -0.18
H (-0.4140, 5.1871, -6.8239)  0.07
C (1.1391, 7.2427, -5.7270)  -0.18
C (-0.0509, -6.5035, 7.9475)  -0.18
I (0.7616, -1.4985, -1.7602)  0.92
O (-3.6182, -0.6626, -0.0546)  0.19
H (3.8226, 2.8018, -3.1453)  0.11
C (-0.9800, -1.6605, 5.5406)  -0.18
C (0.8014, 7.0290, -4.2874)  -0.22
C (0.1556, -1.4936, 6.5529)  -0.27
H (1.3713, -0.7677, -8.6590)  0.11
C (0.1947, -6.6750, 9.4487)  -0.27
P (-2.2683, 1.7178, 1.0182)  0.94
H (0.1801, 2.5401, -4.1687)  0.05
B (-2.9393, -1.8693, -0.3625)  -0.53
H (1.9049, -5.3427, 9.5811)  0.08
H (0.7277, 2.2428, -2.5246)  0.07
O (-2.3807, -1.9629, -1.6890)  0.15
C (-3.1879, -2.8101, 2.4871)  -0.13
H (1.8202, -2.0268, 5.2520)  0.07
O (-1.8265, 0.3989, -1.5169)  0.11
C (1.1612, 0.9628, -6.5581)  -0.21
C (-0.0912, -1.6367, -7.3507)  -0.11
C (-0.8835, -5.2875, 7.7012)  -0.20
H (-0.2045, -1.7841, 7.5426)  0.10
H (1.9578, -2.1461, -7.7370)  0.11
H (-1.3269, 5.8615, -5.4629)  0.07
H (-4.3068, -2.9439, 2.5386)  0.09
N (-1.5296, -4.3418, 7.5102)  0.16
H (-1.3000, -2.7040, 5.4916)  0.08
C (1.9082, 3.7105, -3.6193)  -0.27
H (-1.8709, 6.1492, -7.1107)  0.07
N (0.5433, 1.9440, -6.5026)  0.16
H (2.1671, 3.9034, -4.6652)  0.10
C (1.3843, -2.3277, 6.2077)  -0.11
H (-2.6718, -3.4275, 3.2707)  0.08
H (-2.9766, -1.7140, 2.6278)  0.05
H (-0.1877, 1.8784, 1.8661)  0.03
H (0.7755, -7.5865, 9.6117)  0.11
H (1.7127, 8.1670, -5.8232)  0.11
H (0.8962, -6.4007, 7.4124)  0.12
C (-0.1431, 7.3266, -6.5583)  -0.27
H (1.7666, 6.4171, -6.0719)  0.11
C (1.0680, 2.4418, -3.5446)  -0.13
H (0.1216, 7.5163, -7.6020)  0.11
C (1.9540, -0.3017, -6.6307)  -0.18
N (-0.5571, 2.1920, 0.9520)  -0.18
H (0.3619, -4.5702, 9.9857)  0.07
H (-0.4732, -2.3290, -8.1037)  0.07
C (-0.5207, -1.2250, 4.1874)  -0.19
H (1.1155, -5.6737, 11.1293)  0.07
N (2.6148, 3.2400, -0.2313)  0.14
N (-0.1634, -0.8868, 3.1338)  0.18
H (1.6348, 1.5743, -3.8936)  0.05
H (-0.7596, -6.8050, 9.9669)  0.11
H (-0.5719, -7.3763, 7.5484)  0.12
H (1.3060, 4.5537, -3.2767)  0.07
S (-2.6561, -3.3149, 0.7989)  0.76
C (0.9373, -5.4953, 10.0671)  -0.11
H (3.7668, 4.5512, -2.8924)  0.11
H (-1.8402, -1.0560, 5.8365)  0.12

Computed properties:
* LUMO energy: -0.31 eV
* ΔE to the lowest compared entry with this formula, charge and spin: 0.0 kcal/mol



Record 2
The following is a DFT calculation (ωB97M-V with the def2-TZVPD basis set) of a molecular structure, C21H41Br3O10S5.

Last column: Löwdin charge in e.
Cartesian coordinates (Å):
S (1.5892, 4.2672, 1.2827)  0.66
H (6.8281, 0.7274, -4.4254)  0.10
C (-3.0232, -3.6880, 3.4450)  -0.20
C (-3.4538, -0.5509, -3.4694)  -0.22
H (7.1801, 1.7255, -2.9760)  0.10
H (-5.0472, -2.8672, 3.5039)  0.11
S (-3.8218, 0.0232, 0.6340)  0.65
C (6.5397, -1.5938, -2.8898)  -0.25
C (5.1698, -1.1612, -2.3760)  -0.26
H (-2.6044, 1.8155, -0.4070)  0.11
C (1.0416, -1.5752, 0.4818)  -1.54
H (1.4146, 5.1595, -0.9719)  0.10
C (3.9064, 3.7896, 0.1798)  -0.21
H (-5.2100, -0.0309, 2.6494)  0.12
H (0.6841, 3.5753, -0.8367)  0.09
O (4.3629, 0.4250, -4.3029)  -0.31
O (1.8369, 5.6122, 1.7237)  -0.31
Br (0.8291, 0.3477, 0.1461)  0.67
C (-2.9111, 2.3494, 1.7388)  -0.18
H (-3.0564, 0.3943, -5.3779)  0.11
O (-2.4503, -2.6409, 7.0704)  -0.32
H (7.6799, -0.2195, -1.7013)  0.12
O (-3.6615, -1.0738, 5.5743)  -0.31
C (6.8066, 0.7768, -3.3355)  -0.20
H (3.2454, 3.8508, -1.8507)  0.12
H (-2.9475, -3.1879, 2.4800)  0.09
O (-1.6398, -3.0067, -4.4771)  -0.31
H (-3.0543, 3.3560, 1.3453)  0.11
O (-4.9020, 0.2891, -0.2846)  -0.31
H (-4.5385, 2.3223, 3.3200)  0.12
C (1.5501, 4.1685, -0.5445)  -0.21
H (-1.6464, 0.8995, 0.7404)  0.00
H (0.4248, -2.0302, -0.2805)  -0.05
H (-4.0640, -1.1866, -4.1317)  0.12
H (-1.4426, -3.7431, 4.8211)  0.10
C (-1.1751, -0.4557, -4.6010)  -0.21
C (3.1589, 3.3754, 1.4488)  -0.23
C (-4.2468, 1.9001, 2.3626)  -0.21
S (-1.2192, -1.9408, -3.6012)  0.67
O (0.5857, 3.3985, 1.8553)  -0.36
H (-4.9872, 2.2768, 1.6431)  0.12
H (-0.3999, 0.1853, -4.1922)  0.10
H (4.3574, -1.8567, -2.5408)  0.08
H (-3.0488, -2.4083, -2.2416)  0.11
H (-1.0018, -0.6666, -5.6484)  0.10
C (7.5280, -0.4601, -2.7578)  -0.21
C (-4.2685, 0.3902, 2.3022)  -0.25
O (0.0112, -2.0013, -2.8488)  -0.34
H (-4.9709, -4.6015, 3.7284)  0.11
H (6.7646, -2.5527, -2.4048)  0.12
H (-3.4870, -0.0323, 2.9326)  0.10
Br (2.8357, -2.1095, 0.0453)  0.65
H (-2.0228, 2.3989, 2.3654)  0.11
H (8.4574, -0.7445, -3.2410)  0.12
H (5.2212, -0.9853, -1.2938)  0.07
C (2.8544, 3.4806, -0.9007)  -0.25
H (6.4243, -1.9449, -3.9258)  0.13
C (-4.4844, -3.6617, 3.9892)  -0.21
H (4.8279, 3.2307, 0.0556)  0.11
H (-3.9411, -4.5769, 5.8359)  0.11
C (-2.6228, 1.3569, 0.5807)  -0.24
Br (0.5494, -1.9950, 2.3017)  0.67
S (-3.1058, -2.3768, 5.8217)  0.66
H (4.1324, 4.8531, 0.2788)  0.12
H (2.7755, 2.3995, -0.9698)  0.06
H (-4.2179, 0.0069, -2.9301)  0.10
C (-2.1031, -2.9611, 4.4323)  -0.25
C (-4.3504, -3.6211, 5.4932)  -0.24
O (-3.2284, -1.2984, 0.6402)  -0.34
H (-2.2387, -0.9034, -1.7380)  0.08
H (2.9726, 2.3047, 1.4586)  0.08
S (5.0337, 0.5072, -3.0309)  0.68
C (-2.6334, -1.4670, -2.5903)  -0.23
H (-2.3857, 1.2415, -4.0033)  0.10
H (-5.2108, -3.4780, 6.1466)  0.11
H (-1.4098, -2.2162, 4.0316)  0.01
H (-2.7943, -4.7329, 3.2438)  0.11
O (4.5541, 1.4304, -2.0360)  -0.33
H (3.4412, 3.7437, 2.4368)  0.10
C (-2.5458, 0.2498, -4.4318)  -0.19

Computed properties:
* LUMO energy: -0.18 eV
* ΔE to the lowest compared entry with this formula, charge and spin: 4.5 kcal/mol



Record 3
The following is a DFT calculation (ωB97M-V with the def2-TZVPD basis set) of 5 unconnected molecules or ions with the total composition C21H41F3N2O8S.

Last column: Löwdin charge in e.
Cartesian coordinates (Å):
F (0.0962, 6.8734, 0.1047)  0.17
N (-3.3095, 2.4446, 1.6851)  0.24
H (0.9547, -8.5833, -4.4054)  0.08
O (-1.1619, 4.4148, -1.2557)  -0.23
O (2.5969, -6.0368, -2.9317)  -0.08
O (-7.2047, 6.0040, 1.9911)  0.07
H (-3.3481, -2.1711, 3.3234)  0.08
H (5.2608, -1.8487, -1.1053)  0.07
H (4.3332, -4.7410, -3.0014)  0.05
H (-5.5851, 6.2226, -1.2376)  0.11
F (0.9772, 5.6411, 1.6275)  0.18
H (-2.2501, 6.6848, 0.7093)  0.14
C (3.2863, -0.1363, 0.9573)  -0.49
H (-3.4590, -0.4220, 0.9765)  0.06
H (1.8847, -5.8200, -2.3211)  0.09
C (2.5187, -8.3161, -2.1328)  -0.06
H (4.1807, -2.9764, -2.9819)  0.09
H (-7.6953, 6.7799, 1.7065)  0.12
C (-6.0911, 4.7511, 0.2052)  -0.08
C (3.0334, 0.0022, 2.4511)  -0.05
C (1.0950, -7.5584, -4.0596)  -0.06
H (4.1778, -3.9046, 0.6762)  0.08
C (-2.4655, -1.5960, 3.0413)  -0.07
H (-6.3939, 4.2053, -0.6710)  0.12
H (4.6230, 0.6237, -0.5621)  0.08
N (-4.3006, 6.4252, 3.0546)  0.22
H (-1.6239, -1.9263, 3.6528)  0.08
C (0.6011, 5.6908, 0.3733)  -0.74
C (-3.7715, 5.6292, -0.3564)  -0.14
H (-1.1199, 0.1040, 1.3160)  0.07
C (-3.6938, 6.1831, 2.1030)  -0.19
H (3.2422, -7.6115, -4.0291)  0.14
H (1.7326, -8.0809, -1.4100)  0.08
C (-2.1705, -1.7631, 1.5576)  -0.50
C (5.1695, -3.7924, -1.2393)  -0.48
H (5.7429, -3.7109, -3.3169)  0.08
O (5.8534, -2.5803, -0.9061)  -0.06
H (4.2457, 1.7846, 0.7031)  0.08
C (4.4560, 0.7288, 0.5111)  -0.06
H (0.2660, -7.3006, -3.3950)  0.08
O (-3.3022, -1.3542, 0.7903)  -0.06
C (4.8339, -3.8149, -2.7216)  -0.06
C (-7.3240, 5.0524, 1.0130)  -0.49
H (-3.6981, 4.6036, -0.6860)  0.11
H (-5.4539, 4.0814, 0.7764)  0.11
H (-3.3592, 6.2429, -1.1413)  0.12
H (2.4186, -9.3626, -2.4236)  0.08
H (3.3940, -4.8580, -0.5960)  0.06
H (3.2374, -3.0919, -0.5697)  0.08
C (-2.7902, 3.4548, 1.4399)  -0.20
H (1.9057, 1.1388, 0.4220)  0.07
C (-2.9278, 5.8678, 0.9143)  -0.26
H (5.3739, 0.4568, 1.0343)  0.08
H (1.0410, -6.8902, -4.9192)  0.08
O (-0.0485, 3.1537, 0.4510)  -0.25
H (-1.5423, 4.8705, 2.2357)  0.15
H (-2.6727, -0.5477, 3.2730)  0.07
C (2.4250, -7.3953, -3.3401)  -0.49
O (2.1129, 0.2179, 0.2289)  -0.05
C (-0.9474, -0.9623, 1.1418)  -0.06
H (3.9101, -0.2904, 3.0311)  0.08
F (1.6149, 5.4317, -0.3789)  0.22
H (2.1912, -0.6198, 2.7554)  0.07
H (2.7800, 1.0362, 2.7015)  0.08
S (-0.6916, 4.3778, 0.0902)  0.77
C (-2.0241, 4.6614, 1.2885)  -0.29
C (-5.2630, 5.9789, -0.2337)  -0.17
H (-5.4538, 6.8577, 0.3678)  0.11
O (-8.3508, 4.4503, 0.8342)  0.13
H (5.8579, -4.6061, -1.0082)  0.14
H (-0.7469, -1.0835, 0.0779)  0.08
H (-0.0603, -1.2626, 1.7003)  0.07
H (3.4926, -1.1799, 0.7182)  0.11
H (-2.0112, -2.8192, 1.3345)  0.13
H (3.4753, -8.1857, -1.6255)  0.08
C (3.9200, -3.9266, -0.3843)  -0.06

Computed properties:
* LUMO energy: -0.20 eV
* structure (SMILES): N#C[C@H](CCCC(=O)O)[C@@H](C#N)S(=O)(=O)C(F)(F)F.CC(C)O.CC(C)O.CC(C)O.CC(C)O



no.,E (a.u.)
1,-2716.73310
2,-11290.04445
3,-2233.89896